ORCA calculation (ωB97M-V with the def2-TZVPD basis set) on a 2-piece molecular cluster, C5H14 overall.

Structure (XYZ):
```
19
Properties=species:S:1:pos:R:3:forces:R:3
C 0.116780 1.938625 0.829147 2.133 1.086 0.246
C 1.717848 1.596765 0.714052 -3.789 0.221 -0.553
C 1.729975 0.756022 -0.533852 0.589 -1.744 1.361
H -0.441793 1.173240 1.310904 -0.425 -1.148 -0.244
H -0.112998 2.116473 -0.243338 -0.789 0.037 1.116
H -0.137071 2.799600 1.482337 0.519 -0.008 -0.696
H 2.137658 2.536100 0.510081 1.061 1.249 -0.078
H 2.104525 1.174466 1.596343 0.550 -0.608 1.021
H 1.280455 -0.241611 -0.359179 -0.249 0.826 -0.196
H 1.213632 1.346287 -1.227057 -0.759 0.176 -1.555
H 2.679243 0.500641 -0.925288 1.353 0.121 -0.363
C -2.168696 -2.324348 -0.696970 -0.885 1.489 1.935
C -0.905582 -1.559229 -0.131694 -2.173 -0.668 -0.405
H -2.771234 -1.765943 -1.524659 1.351 -1.157 1.449
H -1.813816 -3.303730 -0.944998 -0.183 -0.545 -0.799
H -2.836266 -2.488009 0.217005 0.383 0.254 -1.442
H -1.147360 -0.539943 0.152910 0.199 -0.030 0.003
H -0.203764 -1.606791 -0.900218 1.341 0.542 -1.342
H -0.441530 -2.108613 0.674467 -0.228 -0.091 0.542
```
Forces are in eV/Å.

Multiplicity   1
Maximum force   3.84 eV/Å
LUMO   1.1 eV



ORCA calculation (ωB97M-V with the def2-TZVPD basis set) on a 2-piece molecular cluster, C5H14 overall.

Structure (XYZ):
```
19
Properties=species:S:1:pos:R:3:forces:R:3
C 1.213990 0.040495 1.069867 0.241 2.369 2.456
C -0.141491 0.137460 1.845547 1.137 -2.098 0.936
C -0.701273 1.442053 2.292363 0.659 0.711 5.251
H 1.840926 0.915077 1.458687 -0.573 -1.128 -0.079
H 1.179385 0.305582 0.070694 -0.387 -0.067 -2.310
H 1.814953 -0.845066 1.259655 -0.415 -0.231 -0.140
H -1.038449 -0.385411 1.379140 1.480 0.066 0.426
H 0.171934 -0.369519 2.820471 -1.008 0.126 -1.185
H -1.101864 2.051495 1.587470 -1.939 1.283 -2.388
H -1.441708 1.154687 3.178240 0.945 0.925 -2.179
H -0.056675 2.255832 2.835294 -0.148 -1.959 -0.785
C -0.753484 -1.112207 -2.116767 -4.757 3.463 -1.318
C 0.337918 -0.492835 -2.851864 2.001 -0.937 0.442
H -1.583323 -1.688597 -2.683121 0.863 1.900 -0.076
H -0.516617 -1.905583 -1.620668 2.311 -4.364 3.940
H -1.195120 -0.309553 -1.445799 -0.001 -1.368 -0.528
H 1.241578 -0.338958 -2.218080 -0.849 0.572 -0.093
H 0.005139 0.365097 -3.350708 0.026 1.352 -0.829
H 0.724180 -1.220050 -3.510421 0.413 -0.614 -1.541
```
Forces are in eV/Å.

Multiplicity   1
Maximum force   6.32 eV/Å
LUMO   1.1 eV



ORCA calculation (ωB97M-V with the def2-TZVPD basis set) on a 2-piece molecular cluster, C5H14 overall.

Structure (XYZ):
```
19
Properties=species:S:1:pos:R:3:forces:R:3
C 0.948198 1.875442 -1.482655 -2.307 2.079 0.264
C -0.214395 0.854785 -1.429882 0.530 -0.540 0.831
C -0.195939 -0.230330 -2.509599 -0.384 0.341 0.065
H 1.628981 1.888636 -2.303278 0.331 -0.566 -0.703
H 1.486377 2.092349 -0.572543 0.321 -0.843 0.468
H 0.385658 2.823702 -1.550512 0.493 0.151 -0.435
H -0.160301 0.473626 -0.416660 0.190 -1.003 0.149
H -1.238861 1.260092 -1.342921 0.619 0.659 -0.759
H -1.220361 -0.573991 -2.652154 0.097 -0.536 0.158
H 0.051797 0.197730 -3.480375 0.286 0.123 -0.010
H 0.490256 -1.058096 -2.307454 -0.179 0.121 0.000
C -0.323134 -1.948314 2.304538 1.157 1.410 0.530
C -0.196130 -0.448407 2.801312 -0.107 -1.209 -3.077
H -0.979073 -2.436231 3.011580 -0.042 -0.689 -0.235
H -0.641163 -2.027182 1.270207 -0.563 0.144 0.015
H 0.696265 -2.353129 2.268066 -0.349 -0.414 0.533
H 0.609164 -0.017878 2.169289 0.108 0.009 1.127
H -0.070365 -0.432984 3.875385 0.018 0.565 -0.044
H -1.056976 0.060178 2.347655 -0.219 0.197 1.125
```
Forces are in eV/Å.

Multiplicity   1
Maximum force   3.31 eV/Å
LUMO   1.0 eV



ORCA calculation (ωB97M-V with the def2-TZVPD basis set) on a 2-piece molecular cluster, C5H14 overall.

Structure (XYZ):
```
19
Properties=species:S:1:pos:R:3:forces:R:3
C -1.535322 0.466660 -0.419458 3.431 -0.950 0.723
C -1.251675 0.229785 1.156117 2.709 1.866 -0.455
C -0.777837 1.589934 2.013967 -0.560 -1.271 -2.194
H -1.990563 1.410309 -0.493351 -0.933 1.182 -0.246
H -2.229896 -0.344888 -0.711169 0.687 0.490 -0.423
H -0.507593 0.578003 -1.088303 -2.859 -0.623 1.589
H -2.264710 0.117455 1.505380 0.038 -1.181 0.658
H -0.398530 -0.575015 1.350396 -2.622 1.299 -0.226
H -0.917709 2.507256 1.459260 0.614 0.162 -0.923
H -1.550985 1.766909 2.688645 -1.183 -0.223 1.847
H 0.166654 1.626903 2.543708 0.208 -0.454 -0.256
C 1.793507 -1.183253 -2.029181 0.775 1.131 1.145
C 1.560605 -1.159547 -0.500045 -2.529 0.229 -0.886
H 2.485368 -1.965539 -2.318966 0.473 0.250 -0.161
H 0.899334 -1.373223 -2.554214 -1.236 -0.335 -0.521
H 2.099072 -0.144894 -2.343198 0.118 -1.208 0.106
H 2.347329 -0.696494 0.025656 0.661 1.573 0.477
H 1.583707 -2.083704 0.018129 -0.247 -1.653 -0.183
H 0.489244 -0.766656 -0.303374 2.455 -0.285 -0.073
```
Forces are in eV/Å.

Multiplicity   1
Maximum force   3.63 eV/Å
LUMO   1.2 eV



ORCA calculation (ωB97M-V with the def2-TZVPD basis set) on a 2-piece molecular cluster, C5H14 overall.

Structure (XYZ):
```
19
Properties=species:S:1:pos:R:3:forces:R:3
C 2.561287 1.178644 -0.545845 0.543 1.073 1.129
C 1.092933 0.866852 -0.280447 -0.347 1.872 -2.333
C 0.556967 1.981917 0.674285 -2.666 -0.415 -1.850
H 2.820035 1.765583 0.358762 0.775 -0.484 -0.384
H 3.250990 0.335516 -0.641292 -0.248 0.090 -0.135
H 2.714500 1.911848 -1.353961 -0.161 -0.527 0.017
H 0.610149 0.913561 -1.347400 0.161 -0.328 2.191
H 0.963005 -0.096963 0.151711 -0.167 -0.735 0.230
H 0.515825 2.970669 0.155754 0.994 -0.523 0.577
H -0.580250 1.865829 0.772375 1.486 -0.309 0.606
H 1.095143 1.946641 1.621564 -0.273 0.340 -0.061
C -1.278040 -1.637149 -0.032417 0.378 -1.156 -0.502
C -2.653172 -2.327066 0.142079 -0.043 2.172 1.953
H -0.929014 -1.725556 -1.051609 -0.052 -0.076 -0.503
H -1.248835 -0.595563 0.155486 -0.441 1.058 0.382
H -0.434203 -2.046103 0.525597 -0.347 -0.315 0.396
H -2.643442 -3.115016 0.893496 0.125 -0.290 -0.353
H -3.050247 -2.635335 -0.793750 -0.381 -0.497 -0.615
H -3.363631 -1.558310 0.595611 0.663 -0.950 -0.746
```
Forces are in eV/Å.

Multiplicity   1
Maximum force   3.27 eV/Å
LUMO   1.1 eV



ORCA calculation (ωB97M-V with the def2-TZVPD basis set) on a 2-piece molecular cluster, C5H14 overall.

Structure (XYZ):
```
19
Properties=species:S:1:pos:R:3:forces:R:3
C -0.196092 2.131351 0.703456 0.196 -0.656 1.440
C 0.443507 1.290847 1.850420 -0.216 -0.122 -1.532
C 1.745770 0.623634 1.398691 -0.774 -1.381 -0.732
H 0.554762 2.824459 0.335166 -0.200 0.089 -0.417
H -1.054950 2.662500 1.114592 0.012 0.218 -0.213
H -0.568504 1.420110 -0.029092 0.187 0.311 -0.473
H 0.542501 1.904284 2.721663 0.203 0.187 0.642
H -0.243483 0.471779 2.041930 -0.273 0.118 0.472
H 1.831772 0.598314 0.306963 0.072 0.523 0.021
H 2.668590 0.939487 1.817180 0.685 0.725 0.411
H 1.685606 -0.450275 1.598532 0.096 0.000 0.368
C -0.866565 -1.973319 -2.488040 0.040 0.920 0.054
C -1.003540 -1.698651 -0.999211 0.415 0.411 0.567
H -1.431231 -1.211313 -3.032326 -0.131 -0.178 -0.076
H 0.163326 -1.815559 -2.806833 0.087 -0.413 -0.049
H -1.236517 -2.951224 -2.781442 0.115 -0.096 0.002
H -2.046478 -1.601398 -0.697506 0.018 -0.351 0.126
H -0.458982 -2.404773 -0.369365 -0.410 -0.441 -0.113
H -0.529491 -0.760249 -0.684771 -0.121 0.135 -0.496
```
Forces are in eV/Å.

Multiplicity   1
Maximum force   1.74 eV/Å
LUMO   1.1 eV



Values for energy relative to the best compared isomer or geometry (same formula, charge and spin), eV, ordered as above
1.188; 2.035; 1.002; 1.960; 0.895; 0.395